# 1
{"formula": "C8H15N2O", "method": "the ωB97M-V functional and the def2-TZVPD basis", "symbols": ["C", "C", "N", "C", "C", "C", "C", "C", "N", "O", "C", "H", "H", "H", "H", "H", "H", "H", "H", "H", "H", "H", "H", "H", "H", "H"], "coordinates": [[2.95, 0.55, 2.50], [2.48, 1.51, 1.38], [1.00, 1.25, 1.09], [0.51, 0.47, 0.12], [-0.86, 0.18, 0.02], [-1.99, 0.56, 0.93], [-1.21, -0.76, -1.18], [-0.60, -1.31, -2.44], [0.22, -2.28, -2.77], [-2.55, -0.87, -1.18], [-3.07, -1.62, -2.25], [2.67, -0.36, 1.98], [4.03, 0.50, 2.40], [2.57, 0.67, 3.50], [2.99, 1.48, 0.33], [2.51, 2.55, 1.77], [0.38, 1.37, 1.84], [1.16, 0.18, -0.61], [-2.95, 0.26, 0.56], [-1.93, 1.65, 0.91], [-1.99, 0.15, 1.86], [0.45, -2.47, -3.71], [0.57, -2.95, -2.15], [-3.17, -2.68, -2.12], [-2.50, -1.25, -3.11], [-4.13, -1.25, -2.53]], "smiles": "CCN/C=C(\\C)C(=C=[NH2+])OC", "lumo_energy_ev": [-3.972, -3.972], "charge": 1}


# 2
{"formula": "C25H17BiF18N2O7PS", "method": "the ωB97M-V functional and the def2-TZVPD basis", "symbols": ["Bi", "C", "C", "C", "C", "C", "N", "C", "C", "C", "C", "C", "C", "C", "C", "O", "C", "F", "F", "F", "C", "F", "F", "F", "C", "C", "C", "O", "C", "F", "F", "F", "C", "F", "F", "F", "H", "H", "H", "H", "H", "H", "H", "H", "H", "H", "H", "H", "O", "C", "O", "C", "O", "C", "C", "O", "O", "H", "H", "H", "H", "H", "S", "C", "N", "F", "P", "F", "F", "F", "F", "F"], "coordinates": [[0.06, -0.09, 0.38], [5.92, 2.33, -3.55], [4.72, 1.61, -2.97], [4.11, 0.54, -3.62], [2.98, -0.04, -3.10], [2.34, 0.41, -1.92], [1.10, -0.10, -1.57], [0.45, -0.95, -2.50], [0.06, -0.42, -3.74], [-0.66, -1.17, -4.65], [-1.01, -2.49, -4.36], [-1.84, -3.31, -5.32], [-0.61, -3.01, -3.15], [0.10, -2.27, -2.20], [0.49, -2.93, -0.86], [0.84, -2.09, 0.17], [-0.65, -3.88, -0.33], [-1.85, -3.31, -0.46], [-0.46, -4.17, 0.95], [-0.70, -5.07, -1.00], [1.77, -3.78, -1.12], [2.11, -4.53, -0.05], [2.80, -2.97, -1.39], [1.66, -4.63, -2.17], [3.08, 1.37, -1.17], [4.21, 1.96, -1.74], [2.74, 1.71, 0.29], [2.03, 0.77, 0.96], [1.98, 3.08, 0.34], [2.48, 4.02, -0.48], [1.97, 3.62, 1.58], [0.70, 2.88, -0.02], [4.06, 1.88, 1.14], [3.81, 1.77, 2.45], [4.68, 3.09, 0.98], [4.97, 0.94, 0.84], [6.22, 1.89, -4.50], [6.78, 2.29, -2.87], [5.70, 3.39, -3.72], [4.53, 0.16, -4.54], [2.55, -0.89, -3.62], [0.32, 0.61, -3.95], [-0.97, -0.73, -5.59], [-1.88, -2.84, -6.30], [-2.86, -3.42, -4.95], [-1.42, -4.31, -5.43], [-0.89, -4.04, -2.92], [4.72, 2.74, -1.19], [-2.70, 1.74, -2.94], [-1.78, 2.47, -2.31], [-0.66, 2.65, -2.72], [-2.30, 3.02, -0.99], [-2.17, 2.12, 0.08], [-3.19, 1.11, 0.17], [-3.00, -0.04, -0.84], [-3.98, -0.51, -1.38], [-1.77, -0.38, -1.07], [-2.26, 1.19, -3.61], [-1.71, 3.89, -0.73], [-3.36, 3.30, -1.12], [-3.12, 0.69, 1.17], [-4.18, 1.55, 0.03], [0.90, 3.30, 5.24], [0.14, 2.86, 3.86], [-0.40, 2.53, 2.88], [-1.64, -1.32, 2.57], [-2.86, -1.71, 3.60], [-3.48, -0.22, 3.40], [-1.97, -1.15, 4.83], [-4.06, -2.08, 4.62], [-3.73, -2.24, 2.35], [-2.22, -3.17, 3.80]], "lumo_energy_ev": [3.760, 0.556], "charge": -2, "spin_multiplicity": 2}


# 3
{"formula": "C18H17N3O3", "method": "the ωB97M-V functional and the def2-TZVPD basis", "symbols": ["C", "C", "O", "C", "O", "N", "N", "C", "C", "O", "N", "C", "C", "C", "C", "C", "C", "C", "C", "C", "C", "C", "C", "C", "H", "H", "H", "H", "H", "H", "H", "H", "H", "H", "H", "H", "H", "H", "H", "H", "H"], "coordinates": [[1.91, 5.81, -3.69], [0.47, 5.38, -3.44], [0.39, 4.35, -2.45], [0.65, 3.10, -2.87], [0.90, 2.77, -3.99], [0.57, 2.25, -1.78], [0.77, 0.95, -1.92], [0.69, 0.18, -0.90], [0.37, 0.55, 0.51], [0.13, 1.67, 0.95], [0.41, -0.60, 1.24], [0.13, -0.66, 2.65], [-1.08, -1.52, 2.95], [-1.06, -2.43, 4.00], [-2.17, -3.21, 4.28], [-3.30, -3.10, 3.49], [-3.33, -2.19, 2.44], [-2.22, -1.41, 2.18], [0.70, -1.69, 0.43], [0.81, -3.02, 0.77], [1.12, -3.92, -0.25], [1.31, -3.50, -1.56], [1.19, -2.16, -1.90], [0.88, -1.25, -0.90], [2.48, 4.98, -4.10], [1.92, 6.63, -4.40], [2.37, 6.14, -2.76], [0.02, 5.00, -4.37], [-0.13, 6.20, -3.04], [0.34, 2.65, -0.87], [1.01, -1.05, 3.18], [-0.05, 0.37, 2.97], [-0.17, -2.52, 4.62], [-2.14, -3.91, 5.10], [-4.17, -3.71, 3.70], [-4.21, -2.10, 1.83], [-2.25, -0.70, 1.36], [0.66, -3.36, 1.78], [1.21, -4.97, -0.01], [1.54, -4.22, -2.32], [1.33, -1.81, -2.91]], "smiles": "CCOC(=O)N/N=C1\\C(=O)N(Cc2ccccc2)c2ccccc21", "lumo_energy_ev": -0.314, "charge": 0}


# 4
{"formula": "C5H5N2", "method": "the ωB97M-V functional and the def2-TZVPD basis", "symbols": ["N", "C", "C", "C", "C", "C", "N", "H", "H", "H", "H", "H"], "coordinates": [[2.36, -0.94, 0.14], [1.16, -0.37, -0.02], [0.00, -1.11, 0.40], [-1.26, -0.58, 0.30], [-1.38, 0.71, -0.23], [-0.22, 1.35, -0.64], [1.02, 0.88, -0.58], [2.95, -0.24, 0.59], [0.16, -2.10, 0.80], [-2.13, -1.13, 0.63], [-2.33, 1.21, -0.32], [-0.33, 2.34, -1.08]], "lumo_energy_ev": 4.280, "charge": -1}


no.,largest force on an atom (Eh/bohr)
1,0.1021
2,0.0134
3,0.0208
4,0.0257